(1)
Computed, not measured: the molecule C5H10O at a distorted geometry, with ωB97M-V with the def2-TZVPD basis set.

Summary:
- E_LUMO: 0.96 eV
- Energy relative to the best compared isomer or geometry (same formula, charge and spin): 62.3 kcal/mol
- Gap between HOMO and LUMO: 10.48 eV

Structure (XYZ):
```
16
Properties=species:S:1:pos:R:3:nbo_charge:R:1
C 2.60719 0.21655 -0.21785 -0.38
C 1.64309 -0.54038 0.20421 -0.18
C 0.29738 -0.58249 -0.16527 -0.50
C -0.50162 0.52898 0.47045 -0.40
C -2.05991 0.53616 -0.22186 -0.05
O -2.64734 -0.66269 0.01250 -0.69
H 3.60378 0.20415 0.10778 0.20
H 2.40640 1.02726 -0.98410 0.17
H 1.97730 -1.29912 0.87815 0.20
H 0.14461 -0.84149 -1.22512 0.22
H -0.23564 -1.41473 0.38203 0.21
H -0.76130 0.31663 1.59164 0.20
H 0.06777 1.44051 0.44413 0.20
H -2.57110 1.38151 0.45188 0.17
H -1.94756 0.89791 -1.23352 0.16
H -2.02306 -1.20875 -0.49504 0.46
```

***

(2)
Computed, not measured: a cluster of 5 separate species, C15H24ClFN5OP in total at a distorted geometry, with ωB97M-V with the def2-TZVPD basis set.

Summary:
- E_LUMO: 0.18 eV
- Gap between HOMO and LUMO: 7.64 eV

Structure (XYZ):
```
48
Properties=species:S:1:pos:R:3:nbo_charge:R:1
C 2.09543 2.01913 0.94944 -0.61
C 1.59575 3.37417 0.39736 -0.44
C 0.08868 3.59613 0.62517 -0.47
Cl -0.48232 2.98902 2.25498 -0.14
P -0.74822 2.77116 -0.89277 0.66
C -2.48429 2.28979 -0.40089 -0.83
C -2.56585 0.78788 -0.45478 0.88
O -2.77359 0.19001 -1.45022 -0.56
F -2.33814 0.15978 0.71475 -0.35
H 2.77592 1.60683 0.20851 0.22
H 2.69413 2.16020 1.84361 0.21
H 1.30586 1.30012 1.07986 0.22
H 1.69531 3.30917 -0.69053 0.21
H 2.15088 4.20586 0.82367 0.22
H -0.16907 4.65221 0.57182 0.22
H -0.00583 1.57306 -0.95702 -0.03
H -3.20017 2.69300 -1.10875 0.26
H -2.71204 2.58117 0.62318 0.27
C -0.72785 1.43446 -5.36994 -0.72
C -0.69989 1.68065 -3.94183 0.41
N -0.67756 1.89527 -2.81268 -0.42
H -0.99774 0.40163 -5.58406 0.26
H -1.45400 2.07979 -5.86265 0.26
H 0.24591 1.62484 -5.81966 0.26
C -3.58056 -1.99593 2.61952 -0.73
C -3.32949 -3.32032 3.16364 0.28
N -3.13160 -4.36606 3.58896 -0.33
H -2.76867 -1.67501 1.97468 0.26
H -4.49556 -1.97757 2.02949 0.25
H -3.68352 -1.25534 3.41101 0.26
C -0.13745 -2.52776 0.84876 -0.73
C 0.89396 -1.52835 0.62888 0.30
N 1.70347 -0.73441 0.45538 -0.34
H -0.96072 -2.40814 0.14464 0.25
H 0.25477 -3.53684 0.72823 0.27
H -0.55079 -2.45377 1.85360 0.25
C 5.18044 -0.18158 3.51153 -0.72
C 5.16221 0.78007 2.42250 0.29
N 5.14798 1.53571 1.56184 -0.33
H 4.93117 -1.17974 3.15548 0.26
H 6.16365 -0.22909 3.97660 0.25
H 4.45963 0.08625 4.28242 0.25
C -1.04386 -3.86173 -2.58691 -0.73
C 0.25843 -4.37829 -2.19458 0.28
N 1.28360 -4.78206 -1.87979 -0.32
H -1.78010 -4.01390 -1.79907 0.25
H -0.99653 -2.79347 -2.79546 0.26
H -1.40947 -4.36042 -3.48282 0.26
```

***

(3)
Computed, not measured: a structure of composition C44H48Cl3N8O6OsTe, with ωB97M-V with the def2-TZVPD basis set.

Summary:
- E_LUMO (spin up / spin down): 0.32 / -1.55 eV
- 2S+1: 6
- Energy relative to the best compared isomer or geometry (same formula, charge and spin): 46.8 kcal/mol
- Gap between HOMO and LUMO (spin up / spin down): 8.10 / 6.57 eV

Structure (XYZ):
```
111
Properties=species:S:1:pos:R:3:lowdin_spin:R:1
Os -0.58509 0.11877 0.06545 3.90
Cl -0.43464 2.90070 7.13703 0.00
C -0.32333 2.00781 5.64561 0.01
C -0.68553 2.61360 4.45846 0.00
C -0.58196 1.86995 3.29811 0.01
Cl -1.01048 2.55418 1.76219 0.06
C -0.13603 0.54518 3.24282 0.01
O -0.02711 -0.15423 2.13650 0.17
C 0.22058 -0.01107 4.47931 0.01
Cl 0.79738 -1.64699 4.49140 0.00
C 0.12616 0.69667 5.66296 0.00
H -1.02643 3.63991 4.43226 0.00
H 0.39776 0.22039 6.59507 0.00
C -1.33592 -0.14144 -3.30242 0.00
N -1.11838 -0.61979 -4.66148 0.00
C -1.13799 -2.08759 -4.65439 0.00
N -0.10930 -2.64156 -3.76986 0.00
C -0.35052 -2.15025 -2.41945 0.00
N -0.30530 -0.66006 -2.35396 0.09
C 1.02576 -0.22601 -2.87358 0.00
N 1.26881 -0.69152 -4.23032 0.00
C 0.20845 -0.17691 -5.10137 0.00
C 1.19783 -2.15775 -4.23022 0.00
H -2.31167 -0.47277 -2.95142 0.00
H -1.29129 0.94075 -3.30200 0.00
H -0.96487 -2.44864 -5.66807 0.00
H -2.11872 -2.42991 -4.32013 0.00
H 0.40733 -2.54678 -1.74285 0.00
H -1.32637 -2.48154 -2.07746 0.00
H 1.79996 -0.62912 -2.22902 0.00
H 1.05463 0.86093 -2.84327 0.00
H 0.38275 -0.52843 -6.11860 0.00
H 0.23951 0.91385 -5.09386 0.00
H 1.97852 -2.55227 -3.57692 0.00
H 1.36946 -2.51831 -5.24499 0.00
C 7.39194 -1.02669 -3.08278 0.00
C 6.12812 -0.95517 -2.26440 0.00
C 5.61062 -2.08215 -1.64313 0.00
C 4.44844 -2.03848 -0.87650 0.01
C 3.94284 -3.34598 -0.30076 0.00
C 3.79514 -0.80236 -0.72368 0.01
Te 2.15448 -0.74638 0.63419 0.10
N -1.40882 -1.87996 0.26698 0.20
C -1.10862 -2.70339 1.37458 0.03
O 0.01667 -3.13092 1.47882 0.04
C -2.14370 -2.95370 2.42531 0.00
C -3.14310 -2.02836 2.71065 0.00
C -3.99930 -2.24809 3.78082 0.00
C -3.86138 -3.38729 4.56296 0.00
C -2.85963 -4.30876 4.28015 0.00
C -1.99911 -4.08746 3.21735 0.00
C 2.88160 0.85610 1.80345 0.01
C 2.34273 2.12873 1.65448 0.00
C 2.65873 3.13806 2.55179 0.00
C 3.52407 2.86943 3.60079 0.00
C 4.07832 1.60451 3.73420 0.00
C 3.76876 0.57129 2.85095 0.00
C 4.39242 -0.78857 3.05085 0.00
C 4.27184 0.34298 -1.37963 0.00
C 3.59130 1.68852 -1.31771 0.00
C 5.43555 0.24105 -2.13357 0.00
H 7.94826 -1.93879 -2.87090 0.00
H 8.03835 -0.17295 -2.87856 0.00
H 7.16286 -1.01528 -4.15087 0.00
H 6.12497 -3.03233 -1.75262 0.00
H 4.76263 -4.05590 -0.19582 0.00
H 3.20264 -3.79600 -0.96830 0.00
H 3.46656 -3.23437 0.67017 0.00
H -3.24667 -1.12435 2.12120 0.00
H -4.77447 -1.52508 4.00223 0.00
H -4.52824 -3.55193 5.40094 0.00
H -2.74341 -5.19272 4.89417 0.00
H -1.19609 -4.77853 2.99447 0.00
H 1.67290 2.34187 0.83160 0.00
H 2.21501 4.11974 2.43801 0.00
H 3.76757 3.64350 4.31836 0.00
H 4.75397 1.39998 4.55724 0.00
H 4.95023 -0.82228 3.98587 0.00
H 5.07727 -1.02626 2.23201 0.00
H 3.63265 -1.57129 3.08564 0.00
H 2.53280 1.60098 -1.08377 0.00
H 3.69031 2.20114 -2.27514 0.00
H 4.04011 2.32116 -0.54904 0.00
H 5.81057 1.13033 -2.63321 0.00
O -4.71201 -3.09393 -0.65547 0.01
C -3.70354 -2.54414 -0.38882 0.01
N -2.71978 -1.90867 -0.19016 0.03
C -4.49324 3.90416 1.34940 0.00
C -5.33829 3.21620 0.28134 0.00
C -4.52524 2.51774 -0.81927 0.00
C -5.50906 1.81696 -1.78828 0.00
C -4.85051 0.96022 -2.86558 0.00
C -3.77366 3.58245 -1.59707 0.00
O -4.30780 4.56102 -2.05696 0.00
N -2.40700 3.39707 -1.76228 0.01
C -1.69244 2.33537 -1.27283 0.02
O -0.45804 2.30711 -1.39717 0.07
N -2.31843 1.31453 -0.64454 0.09
C -3.63209 1.43036 -0.20910 0.01
O -4.09600 0.67050 0.60755 0.01
H -5.13092 4.44282 2.05062 0.00
H -3.79826 4.62896 0.91251 0.00
H -3.91323 3.17622 1.92047 0.00
H -5.98499 3.94208 -0.21229 0.00
H -5.96380 2.45303 0.74270 0.00
H -6.11300 2.60182 -2.24594 0.00
H -6.16295 1.19503 -1.17606 0.00
H -4.15905 1.53873 -3.48635 0.00
H -5.60742 0.53650 -3.52534 0.00
H -4.30245 0.12589 -2.42194 0.00
H -1.89143 4.13462 -2.22054 0.00
```

***

no.,E (hartree)
1,-271.65333
2,-1836.27287
3,-4334.19300